[1]
# C16H50O15

9 unconnected molecules or ions with the total composition C16H50O15 (wB97M-V/def2-TZVPD, the Open Molecules 2025 dataset).

Geometry as ORCA input:
```
! wB97M-V def2-TZVPD RIJCOSX def2/J DEFGRID3
* xyz 1 2
C -5.8032 -5.5782 21.6322
O -4.7336 -4.5062 21.6145
H -6.7442 -5.1066 21.3492
H -5.6056 -6.3863 20.9280
H -6.0810 -6.0807 22.5587
H -4.3771 -4.5288 20.7234
C -7.9511 -5.0986 26.3476
O -8.2284 -3.8322 26.9003
H -7.7889 -4.9877 25.2755
H -7.1285 -5.3863 27.0024
H -8.7321 -5.8179 26.5942
H -7.4331 -3.5785 27.3744
C -12.6705 -4.6518 26.0772
C -12.1132 -4.8018 24.6411
O -11.4641 -6.0703 24.4150
O -13.9728 -5.1906 26.0593
H -12.7012 -3.5952 26.3431
H -12.1368 -5.1822 26.8658
H -11.3496 -4.0319 24.5297
H -12.7074 -4.6014 23.7496
H -12.0367 -6.8368 24.4950
H -13.7688 -6.0957 26.3061
C -4.0810 -9.9650 23.6420
C -4.6121 -9.6097 24.9818
O -5.3369 -10.7501 25.6019
O -3.5059 -8.8188 23.1229
H -4.7440 -10.4559 22.9296
H -3.1669 -10.5522 23.7296
H -5.2827 -8.7581 24.8674
H -3.8526 -9.1902 25.6415
H -5.1690 -10.8184 26.5447
H -4.2318 -8.2611 22.8336
C -8.4635 -9.2170 28.3834
C -7.2670 -8.8132 27.5331
O -6.0992 -8.5320 28.3305
O -9.1037 -8.0902 28.9578
H -8.2057 -10.0519 29.0350
H -9.0672 -9.7455 27.6456
H -7.3827 -8.0338 26.7800
H -7.0806 -9.6590 26.8712
H -6.1656 -7.6228 28.6316
H -8.4390 -7.4071 29.0726
C -8.2555 -7.8835 24.1670
C -7.7164 -8.9284 23.2048
O -6.6045 -8.5614 22.4139
O -9.0595 -7.0073 23.3819
H -7.4746 -7.3630 24.7214
H -8.7761 -8.3463 25.0053
H -8.5087 -9.4295 22.6488
H -7.3910 -9.8391 23.7076
H -6.6156 -9.0897 21.6124
H -9.7716 -6.6043 23.8840
C -9.7408 -5.6869 18.5532
C -9.8873 -5.8299 20.1217
O -10.1326 -7.1402 20.5497
O -11.0378 -5.5198 17.9236
H -9.1854 -6.5447 18.1738
H -9.0409 -4.9356 18.1872
H -10.7652 -5.2416 20.3885
H -8.9966 -5.5284 20.6729
H -9.8181 -7.2062 21.4544
H -11.0018 -4.7491 17.3523
C -6.3876 -13.9473 22.8689
C -7.4390 -13.5036 23.9319
O -8.5742 -13.0162 23.2651
O -6.7896 -15.2522 22.2869
H -5.4146 -14.0443 23.3505
H -6.2516 -13.2109 22.0769
H -7.0401 -12.6821 24.5269
H -7.5113 -14.2308 24.7406
H -9.1188 -13.7346 22.9351
H -6.4367 -15.2865 21.3948
C -8.3794 -10.9796 19.9694
C -7.0763 -10.4276 19.2480
O -5.9628 -10.3215 20.2231
H -9.1384 -11.2270 19.2272
H -8.7976 -10.2036 20.6106
H -8.2068 -11.7912 20.6763
H -7.3121 -9.5139 18.7024
H -6.7730 -11.0805 18.4296
H -5.7684 -11.2360 20.4407
*
```

Values from the calculation:
Gap between HOMO and LUMO (spin up / spin down)   10.10 / 3.05 eV
⟨S²⟩   0.7551
Lowest unoccupied orbital energy (spin up / spin down)   -2.3 / -9.4 eV
F_max   0.061 hartree/bohr


[2]
# C16H50O17

9 unconnected molecules or ions with the total composition C16H50O17 (wB97M-V/def2-TZVPD, the Open Molecules 2025 dataset).

Geometry as ORCA input:
```
! wB97M-V def2-TZVPD RIJCOSX def2/J DEFGRID3
* xyz 0 1
O 8.2153 11.2364 11.4977
C 8.0400 11.7169 10.1810
C 9.3098 11.7717 9.4019
O 9.9058 10.4588 9.2417
H 7.5583 11.6058 12.1195
H 7.2840 11.1749 9.5964
H 7.7563 12.7454 10.2288
H 9.9640 12.4206 9.9586
H 9.1509 12.1711 8.4155
H 10.6376 10.6068 8.6165
O 11.1136 14.4009 12.4993
C 10.8266 13.1770 13.1849
C 10.5490 13.4381 14.6674
O 11.7129 13.4119 15.4985
H 12.0169 14.6634 12.7559
H 9.8895 12.9744 12.6793
H 11.5261 12.3790 12.9277
H 9.7635 12.7621 15.0970
H 10.0533 14.4597 14.6419
H 11.4445 13.1103 16.3440
O 11.4467 7.0389 8.8474
C 10.6050 6.5574 9.8758
C 10.9151 7.1354 11.2118
O 10.9334 8.5308 11.1603
H 11.7577 7.8784 9.1971
H 9.5348 6.8798 9.6610
H 10.5938 5.4839 9.8939
H 11.9442 6.7611 11.5745
H 10.1979 6.7198 11.9174
H 10.0837 8.7734 10.7401
O 15.4655 10.1845 12.4557
C 14.0843 9.8853 12.3640
C 13.6566 10.1480 10.9584
O 13.7334 11.5290 10.7331
H 15.8409 9.7454 13.2245
H 13.8220 8.8603 12.6515
H 13.5317 10.5448 13.0821
H 12.6037 9.8673 10.8206
H 14.1960 9.5154 10.2300
H 14.5876 11.9351 10.8820
O 9.7210 14.8812 10.1219
C 10.7466 15.6742 9.5316
C 10.2357 16.3240 8.2695
O 9.1647 17.2372 8.4795
H 9.8560 14.7168 11.0805
H 11.0433 16.4471 10.2462
H 11.6594 15.1076 9.3321
H 9.8747 15.5108 7.5533
H 11.0347 16.8307 7.7695
H 8.5310 16.8030 9.0654
O 8.3450 8.8466 12.7958
C 6.9553 8.9317 13.0256
C 6.8078 9.6016 14.3926
O 7.1683 10.9810 14.2951
H 8.5774 9.6584 12.2549
H 6.5281 9.6393 12.3184
H 6.4591 7.9911 12.8637
H 7.4833 9.0274 15.0175
H 5.7566 9.5019 14.6921
H 8.0864 11.0016 14.6567
O 13.3368 9.3464 7.2562
C 13.0165 10.3308 6.2281
C 13.0284 11.6737 6.7909
O 12.0418 11.8383 7.8684
H 12.9604 8.4982 6.9203
H 13.6144 10.3136 5.3403
H 11.9478 10.1328 5.8521
H 12.8133 12.4265 6.0329
H 14.0229 11.8226 7.1927
H 12.6327 11.9825 8.6285
O 10.6459 8.9359 17.4161
C 11.5846 9.4436 16.4208
C 11.0624 9.3018 15.0463
O 9.7254 9.9347 14.9395
H 9.8384 9.4427 17.1815
H 11.8792 10.5532 16.6154
H 12.5171 8.8277 16.4670
H 10.9686 8.3199 14.6352
H 11.7394 9.8634 14.4436
H 9.3911 9.5016 14.1280
O 8.1715 8.1806 7.9831
H 8.3936 7.9816 7.0554
H 8.8097 8.8141 8.3184
*
```

Values from the calculation:
Gap between HOMO and LUMO   10.45 eV
ΔE to the lowest compared entry with this formula, charge and spin   172.4 kJ/mol
Lowest unoccupied orbital energy   0.4 eV
F_max   0.068 hartree/bohr


[3]
# C16H51N3O8

8 unconnected molecules or ions with the total composition C16H51N3O8 (wB97M-V/def2-TZVPD, the Open Molecules 2025 dataset).

Geometry as ORCA input:
```
! wB97M-V def2-TZVPD RIJCOSX def2/J DEFGRID3
* xyz 0 1
C -8.0127 16.6628 14.9508
O -9.2819 16.1485 14.9785
C -10.3792 17.0613 15.2566
C -10.7763 17.7843 13.8645
C -12.1238 18.5622 14.1001
N -11.0927 16.7054 12.9344
H -7.7726 17.2581 14.0698
H -7.3129 15.8285 14.9013
H -7.8066 17.2496 15.8459
H -11.2166 16.5230 15.7006
H -10.1661 17.8028 16.0266
H -10.0505 18.5356 13.5532
H -12.3772 19.0289 13.1482
H -11.9964 19.3537 14.8386
H -12.9184 17.8605 14.3540
H -11.8832 16.1670 13.2589
H -10.3626 16.0222 13.0771
C -3.6398 13.7963 18.3501
O -3.1019 14.9688 19.0270
C -1.8480 15.2877 18.4636
C -1.5302 16.7702 18.9968
C -2.2486 17.7799 18.0769
N -0.0918 16.9776 18.9513
H -3.7580 13.8855 17.2702
H -4.6856 13.8271 18.6557
H -3.2283 12.8065 18.5479
H -1.1669 14.4870 18.7517
H -1.8340 15.2293 17.3752
H -1.8777 16.8936 20.0225
H -2.3858 18.7624 18.5287
H -3.2926 17.5432 17.8716
H -1.7606 17.9960 17.1266
H 0.3355 16.6099 18.1133
H 0.3169 16.2945 19.5730
C -8.2886 0.8767 15.1161
O -8.6061 2.2484 15.0276
C -8.1721 2.8120 13.8072
C -8.1668 4.3218 13.9202
C -9.5971 4.7934 14.1737
N -7.7340 4.9315 12.6563
H -8.5081 0.4737 16.1048
H -7.1991 0.8587 15.0875
H -8.6749 0.2677 14.2987
H -7.1361 2.5010 13.6730
H -8.7337 2.4842 12.9324
H -7.5597 4.6877 14.7482
H -10.3283 4.5344 13.4079
H -9.6400 5.8775 14.2786
H -9.9657 4.3628 15.1048
H -7.8300 5.9355 12.7103
H -8.3255 4.6153 11.9012
C -9.4551 11.0240 13.6004
C -7.9856 11.2765 13.2042
O -7.5278 10.0861 12.6681
H -9.8532 11.8555 14.1819
H -9.5814 10.1567 14.2484
H -10.1175 10.9256 12.7404
H -7.3389 11.5580 14.0352
H -7.9026 12.0552 12.4460
H -6.7697 10.1863 12.0876
C -14.2532 8.2710 15.9916
C -13.8891 9.3189 17.0550
O -14.6537 10.5608 16.9339
H -13.7787 7.3056 16.1682
H -13.9506 8.6029 14.9985
H -15.3238 8.0845 16.0758
H -12.8782 9.6838 16.8736
H -13.9081 8.9147 18.0671
H -15.4720 10.4248 17.4171
O -9.5623 9.0064 9.0331
H -9.0455 9.3848 8.3218
H -9.2251 9.4262 9.8245
O -3.4725 6.0827 11.1800
H -3.7076 6.9231 10.7866
H -4.2349 5.8426 11.7066
O -3.7585 9.7871 9.8771
H -3.5962 10.6523 10.2531
H -3.3061 9.8032 9.0337
*
```

Values from the calculation:
Gap between HOMO and LUMO   9.24 eV
ΔE to the lowest compared entry with this formula, charge and spin   180.0 kJ/mol
Lowest unoccupied orbital energy   0.1 eV
F_max   0.080 hartree/bohr